This record from the OMol25 dataset describes an isolated ion of composition C6H13N2 and charge +1 at a distorted geometry. The level of theory is the ωB97M-V functional and the def2-TZVPD basis.

Calculated values
Total energy ... -345.58438 hartree
Kohn-Sham gap ... 0.30880 hartree
Structure (SMILES) ... C=[N+](C)CC/C=N/C
Net charge ... +1
ΔE to the lowest compared entry with this formula, charge and spin ... 3.038 eV
HOMO level ... -13.1 eV

The geometry in XYZ format:
```
21
Properties=species:S:1:pos:R:3:forces:R:3:lowdin_charge:R:1
C -1.032376 1.527162 0.319157 1.666 -0.175 -2.780 0.02
C -1.132210 -0.533467 -0.894394 -2.496 -3.019 -2.078 -0.19
H -1.104897 1.913343 1.290041 -0.676 0.774 1.064 0.10
H -0.467836 -1.886971 0.586545 0.200 -0.415 -0.815 0.15
C -2.478057 -0.263614 0.993383 -0.064 -1.015 -1.638 0.20
H -1.307827 2.100321 -0.577899 -0.489 0.528 0.809 0.13
C 1.266978 -0.923339 -0.173409 3.450 0.587 1.235 -0.14
H 0.063200 1.333637 0.072308 -0.909 0.056 0.765 0.09
N 1.553360 0.295138 0.035235 -1.112 -0.831 -1.252 -0.07
H -2.801467 0.294577 1.804532 -0.264 1.296 1.413 0.10
H 3.535979 0.122965 0.547088 0.519 -0.047 0.944 0.08
N -1.660228 0.239579 0.138071 -2.059 0.470 2.788 -0.15
H 2.180861 -1.697144 -0.187002 -2.148 1.159 -0.144 0.18
H -1.907229 -1.314636 -1.298808 0.793 1.993 0.646 0.19
C 2.882223 0.823837 0.062161 0.210 -0.252 -0.007 -0.09
H 3.353560 0.884772 -0.917192 -0.510 0.374 -0.378 0.09
H -0.756748 0.009110 -1.716091 0.190 1.102 -0.792 0.14
H 2.800880 1.809419 0.518663 0.646 -0.162 0.077 0.09
C -0.124823 -1.414537 -0.355775 2.675 -1.358 1.016 -0.17
H 0.096474 -2.055386 -1.174058 -0.450 -1.765 -0.339 0.12
H -2.959818 -1.264765 0.927435 0.829 0.698 -0.534 0.15
```
Positions in Å, forces in eV/Å.

---

This record from the OMol25 dataset describes one molecule with the formula C18H14ClN3O at a distorted geometry. The level of theory is the ωB97M-V functional and the def2-TZVPD basis.

Calculated values
Total energy ... -1393.98084 hartree
Kohn-Sham gap ... 0.28724 hartree
Structure (SMILES) ... N#Cc1c(-c2ccc(Cl)cc2)oc2nc3c(c(N)c12)CCCC3
Net charge ... 0
ΔE to the lowest compared entry with this formula, charge and spin ... 0.222 eV
HOMO level ... -8.3 eV

The geometry in XYZ format:
```
37
Properties=species:S:1:pos:R:3:forces:R:3:lowdin_charge:R:1
C 0.672378 0.300000 -0.025764 2.384 0.165 -1.508 -0.25
H -2.549031 -0.685447 -2.632430 -1.257 -0.256 -0.035 0.09
H 2.801016 1.458203 -3.104575 -0.424 -0.335 -0.009 0.12
H 2.446105 0.472664 -5.506231 2.184 -0.382 -1.330 0.08
C -0.223042 0.833233 6.321547 0.967 1.290 -0.201 -0.59
C 0.688905 1.204045 4.121221 0.288 0.044 -0.232 -0.06
H -2.973981 -0.895543 -0.889947 0.293 0.182 -1.079 0.10
H -1.552244 -1.296712 4.026732 -1.350 -1.532 -0.355 0.07
H 0.588505 -1.051279 -5.909591 0.216 -0.368 0.345 0.10
C -0.547559 -0.280169 -0.191953 -0.670 0.288 2.007 -0.07
C 1.737653 0.379589 -4.764945 -2.191 -0.449 2.078 -0.20
N -2.322135 -0.905869 -1.683539 0.931 0.008 0.137 0.15
C -0.143919 0.255627 3.594243 -1.342 -2.113 -0.174 -0.11
C 0.647375 1.520640 5.438483 0.105 0.455 1.969 -0.10
C -0.421082 -0.703339 -4.031558 1.289 0.935 0.865 -0.16
C 2.260414 0.525766 -3.326577 0.137 -1.001 -0.798 -0.12
C -0.054928 -0.395910 -2.571098 -0.106 0.257 1.436 -0.07
C -1.020259 -0.526097 -1.479984 1.300 -0.127 -1.343 -0.19
H 1.551803 -1.826310 -4.496499 -1.685 1.561 -0.572 0.16
H -1.693015 -0.606508 6.546456 -1.065 -1.220 1.066 0.08
N 1.513788 0.669380 -1.042939 -0.116 -1.308 2.226 0.17
H -0.921822 -1.629255 -4.109574 -1.226 -0.929 0.146 0.09
O 1.040454 0.415597 1.309273 -2.067 0.860 0.760 0.09
C 0.877811 -0.926968 -4.854102 1.030 0.907 -0.125 -0.17
H 1.396728 1.731662 3.511539 0.008 0.168 -0.440 0.12
H 1.319018 2.355216 5.716906 -0.731 -0.688 0.493 0.12
C -0.980046 -0.245983 5.886458 0.572 1.117 -2.640 -0.08
Cl -0.391669 1.493445 7.982123 0.101 -0.761 -1.168 0.61
C 1.239959 0.177968 -2.251971 -2.131 1.023 -0.083 -0.21
C -1.105501 -0.344246 1.182461 1.459 0.367 0.829 -0.08
N -3.433969 -1.260232 1.827910 1.113 0.157 -0.341 0.16
C -0.137541 0.141985 2.100383 -0.449 -1.839 -2.787 -0.05
C -0.992695 -0.567503 4.494636 3.169 3.812 0.016 0.06
H -1.068592 0.156541 -4.395129 0.807 -1.089 -0.129 0.14
C -2.367376 -0.896012 1.546731 -1.030 0.260 0.323 -0.19
H 2.976252 -0.281661 -3.373553 0.798 -0.244 0.936 0.11
H 1.142238 1.233481 -4.965142 -1.310 0.785 -0.287 0.09
```
Positions in Å, forces in eV/Å.

---

This record from the OMol25 dataset describes C25H23ClO2PRu as an isolated structure at a distorted geometry. The level of theory is the ωB97M-V functional and the def2-TZVPD basis.

Calculated values
⟨S²⟩ ... 8.7692
Total energy ... -2013.26690 hartree
Spin multiplicity ... 6
Kohn-Sham gap (spin up / spin down) ... 0.29149 / 0.27073 hartree
Net charge ... 0
ΔE to the lowest compared entry with this formula, charge and spin ... 0.000 eV
HOMO level (spin up / spin down) ... -7.4 / -8.7 eV

The geometry in XYZ format:
```
53
Properties=species:S:1:pos:R:3:forces:R:3:lowdin_charge:R:1
C -3.127978 2.047042 -0.159596 0.499 0.722 -1.481 -0.24
C -0.460044 -1.504065 -1.594852 -0.454 -0.120 -0.259 -0.38
H 5.024083 -0.938228 -0.884354 -0.413 0.314 -0.132 0.11
H -2.413615 -1.833793 -0.719018 0.047 0.090 -0.190 0.08
H 1.990160 -4.882549 3.118307 -0.185 0.416 -0.259 0.10
H -2.793047 4.783226 4.410204 0.284 -0.116 -0.278 0.08
C 4.110177 -0.357935 -1.065232 -0.147 0.340 -0.295 -0.07
H -1.263538 5.531019 3.970206 -0.107 -0.280 -0.239 0.09
C -1.335989 -3.147336 -3.689152 0.080 0.185 0.071 -0.08
C 4.146792 0.813151 -1.843646 -0.093 -0.025 0.170 -0.08
Cl -2.675274 -0.163896 1.829884 -0.251 -0.555 0.507 -0.08
H 1.763360 -2.562701 4.062474 -0.144 -0.182 -0.502 0.11
H -1.680789 -3.779489 -4.517498 0.125 0.297 0.411 0.10
H -2.395394 5.008237 2.666591 0.503 -0.344 0.676 0.06
C -1.766472 -2.028603 -1.573450 0.393 -0.067 -0.608 -0.10
C -2.987225 3.348790 0.401920 0.527 -0.166 -0.435 -0.13
C 1.472514 -2.773516 3.024890 0.056 -0.092 -0.141 -0.07
H 5.100428 1.164416 -2.255162 -0.426 -0.148 0.185 0.10
C -1.295580 3.382412 3.772502 0.497 -1.205 0.528 -0.57
H 0.673879 -2.904956 -4.516365 -0.435 0.100 0.476 0.11
H 2.981806 2.434416 -2.728540 0.093 -0.491 0.251 0.11
H 0.538655 -3.502255 -0.694414 -0.033 0.124 0.444 0.10
C 2.967269 1.530001 -2.105281 0.089 -0.243 -0.057 -0.07
O -0.641944 2.908209 2.641685 -0.682 1.234 2.635 -0.32
C -1.981444 4.751987 3.668686 -0.172 0.043 -0.291 -0.01
H 0.890941 -0.721554 2.623881 -0.069 -0.261 0.000 0.10
H 1.358966 -5.339953 0.730878 -0.029 0.549 0.290 0.11
H 2.873425 -1.737335 0.025049 -0.045 0.413 -0.015 0.10
H -3.233234 -3.233383 -2.616792 0.579 0.172 -0.041 0.11
C 1.749899 1.078670 -1.587078 0.693 -0.244 0.147 -0.12
Ru -1.237079 1.595524 1.304048 0.224 -1.456 0.602 1.11
C -0.958141 2.793377 -0.570241 -1.166 0.549 -0.640 -0.24
H -4.033276 1.459567 -0.119571 0.201 -0.043 -0.093 0.09
H 1.463830 -1.525079 -2.634182 -0.380 0.059 0.003 0.10
H 0.045011 2.907701 -0.975411 -0.486 0.085 0.284 0.08
P 0.080952 -0.557941 -0.106252 1.181 -0.978 -0.301 1.04
H -3.801481 3.953381 0.783169 0.202 -0.257 0.402 0.11
C 2.897238 -0.797594 -0.527957 0.040 0.578 -0.168 -0.08
H -1.303512 4.800127 0.368326 0.168 -0.398 0.406 0.11
C 1.249943 -4.330926 1.155461 0.091 0.309 0.363 -0.07
H -1.813015 0.932369 -1.622940 0.109 0.314 0.760 0.09
C 1.724403 -0.046777 -0.745028 0.228 0.043 -0.231 -0.37
O -1.308460 2.782429 4.846920 0.212 0.897 -2.171 0.04
H 0.824470 1.578567 -1.876303 0.392 -0.254 0.144 0.08
C 0.422832 -1.848419 -2.642022 -0.497 0.009 -0.049 -0.09
C -2.207503 -2.836896 -2.629907 0.236 -0.057 -0.074 -0.07
C 1.605349 -4.067339 2.492212 -0.110 0.074 -0.172 -0.08
C 0.608931 -1.999952 0.896235 0.057 -0.130 0.428 -0.38
C -1.915549 1.730694 -0.874063 -0.664 0.838 0.032 -0.27
C -0.017440 -2.654175 -3.696980 -0.436 -0.112 0.224 -0.07
C 0.974423 -1.735216 2.228813 0.009 -0.732 -0.350 -0.10
C -1.657550 3.789386 0.195538 -0.451 0.174 -1.479 -0.17
C 0.764838 -3.292838 0.353405 0.059 0.029 0.512 -0.08
```
Positions in Å, forces in eV/Å.

---

This record from the OMol25 dataset describes an isolated ion of composition C3H6N3O and charge +1 at a distorted geometry. The level of theory is the ωB97M-V functional and the def2-TZVPD basis.

Calculated values
Total energy ... -357.02304 hartree
Kohn-Sham gap (spin up / spin down) ... 0.34545 / 0.34543 hartree
Structure (SMILES) ... Cc1c[nH][nH][n+]1=O
Net charge ... +1
ΔE to the lowest compared entry with this formula, charge and spin ... 3.638 eV
HOMO level (spin up / spin down) ... -14.5 / -14.5 eV

The geometry in XYZ format:
```
13
Properties=species:S:1:pos:R:3:forces:R:3:lowdin_charge:R:1
H -1.824261 1.273870 -0.839475 -0.756 -1.188 0.358 0.11
H -0.847812 2.167412 0.006935 0.663 0.816 1.042 0.08
N 2.042162 -0.221939 0.097767 0.772 1.025 0.435 0.15
C 0.111250 -1.127509 -0.004548 -0.526 1.518 -0.049 0.07
O 1.487420 1.981737 -0.037262 0.629 -0.260 -0.385 0.12
H 2.939882 -0.271141 -0.269168 2.291 1.068 -0.691 0.19
H -1.627215 0.886246 1.024516 -1.410 0.614 0.250 0.10
H 1.925048 -2.187290 0.278583 -0.077 -0.467 -0.039 0.20
N 1.415831 -1.366943 -0.000103 -1.365 -1.502 0.138 0.10
C -0.080242 0.233795 -0.019852 0.555 1.013 -0.925 -0.14
N 1.194795 0.806085 -0.054141 -1.354 -0.684 0.824 -0.17
C -1.234037 1.175694 0.072558 1.001 -0.681 -1.045 0.03
H -0.688341 -1.806235 0.008160 -0.422 -1.271 0.089 0.15
```
Positions in Å, forces in eV/Å.

---

This record from the OMol25 dataset describes C25H18BiBrFN5O8 as an isolated structure at a distorted geometry. The level of theory is the ωB97M-V functional and the def2-TZVPD basis.

Calculated values
Total energy ... -4727.28485 hartree
Kohn-Sham gap ... 0.23718 hartree
Net charge ... +2
ΔE to the lowest compared entry with this formula, charge and spin ... 0.000 eV
HOMO level ... -13.7 eV

The geometry in XYZ format:
```
59
Properties=species:S:1:pos:R:3:forces:R:3:lowdin_charge:R:1
H 0.673946 -2.378378 -4.842810 0.036 -0.033 0.002 0.13
N -0.094587 -2.065713 -1.595030 0.066 -0.029 -0.210 -0.08
Br 7.607917 2.167196 -1.163230 -0.114 -0.052 -0.016 0.84
C -0.083629 2.190973 0.451103 -0.207 0.320 0.213 -0.16
C -1.202700 -0.596316 2.393497 -0.397 -0.283 0.194 -0.59
H 2.709921 1.800302 -0.397792 -0.022 0.069 0.074 0.09
H 4.928938 2.856112 -0.162491 -0.015 -0.004 0.015 0.11
H -1.662906 -2.923002 -0.581560 -0.010 -0.005 0.000 0.12
C -3.898193 0.276198 1.219868 0.120 0.518 0.123 -0.48
C 4.517468 -0.320853 -2.313087 -0.292 -0.142 0.101 0.00
H -5.139054 0.604241 -0.346337 0.070 0.018 -0.050 0.17
O -3.221737 1.286935 1.073150 0.185 -0.018 -0.142 0.07
C -2.546365 -0.345809 3.114392 0.245 0.140 -0.491 -0.01
O -0.530884 0.523501 -1.156505 -0.176 0.206 0.274 -0.01
O -6.443805 -1.466058 -0.549121 -0.058 -0.143 0.056 0.15
C -1.629458 -3.537235 -2.654901 0.081 0.013 -0.212 0.01
C -0.956197 -3.384866 -3.856649 -0.109 -0.018 0.151 0.01
H 6.632574 -0.197706 -2.619401 -0.028 -0.001 -0.061 0.12
N 0.772974 1.338225 0.992550 0.043 -0.273 0.145 0.03
O -1.402546 2.559868 -1.460241 -0.227 0.242 0.336 0.22
H 4.423307 -1.219406 -2.909833 0.018 -0.056 0.064 0.12
C -5.669074 -1.255488 0.341713 0.159 0.326 -0.023 -0.38
C 1.255086 2.887293 2.714293 -0.062 -0.027 -0.040 0.07
O -1.254465 -0.984741 1.161454 0.215 -0.019 -0.500 -0.20
Bi 0.853800 -0.955043 0.245089 -0.592 0.194 1.055 2.12
H 0.272410 4.790250 2.556380 -0.022 -0.001 0.002 0.14
C -1.169123 -2.847034 -1.542815 -0.080 -0.063 0.096 -0.08
C 5.764112 0.248335 -2.155736 0.170 0.149 -0.006 -0.09
C -0.749990 1.671618 -0.775666 0.668 -0.293 -0.437 -0.43
C -0.300653 3.453966 0.977692 -0.111 -0.116 -0.111 0.08
O -0.146457 -0.434142 2.998670 0.148 0.142 -0.004 0.01
H 2.015473 0.957933 4.472054 -0.136 0.073 -0.087 0.15
C 1.753167 -1.053883 -2.759548 0.409 0.465 0.109 -0.04
N -4.907433 -0.067293 0.371893 -0.247 -0.172 -0.195 0.23
C 2.345870 0.563531 2.614396 -0.172 0.266 -0.279 -0.50
C 5.911466 1.390995 -1.378340 -0.027 0.000 0.036 -0.67
N -3.707278 -0.577350 2.272753 0.355 -0.195 0.269 0.00
C 0.558956 -1.888267 -2.759755 -0.450 -0.478 -0.252 -0.25
F -6.013449 -3.246259 1.614608 -0.127 -0.015 -0.057 0.12
C -5.357372 -2.100947 1.488991 0.214 -0.097 0.255 -0.19
C 0.397011 3.807832 2.121537 0.053 -0.019 0.067 0.04
C 3.571289 1.360024 -0.873910 -0.263 -0.205 -0.229 -0.03
H -1.273420 -3.923998 -4.738604 -0.040 0.029 -0.016 0.13
H 1.801776 3.145302 3.611614 0.013 -0.002 0.000 0.14
H -2.591345 -0.981881 3.994983 -0.017 -0.018 0.000 0.15
O 2.603403 0.461431 3.887860 0.339 -0.160 0.122 0.21
H -1.810900 2.200724 -2.261666 -0.022 -0.194 -0.080 0.17
H -2.546345 0.695715 3.437803 0.076 -0.073 0.053 0.14
C -4.430521 -1.747921 2.387315 -0.247 -0.255 -0.228 0.06
H 2.320989 -1.008261 -3.686994 0.039 -0.005 0.007 0.15
C 0.141156 -2.535049 -3.914707 0.202 0.188 0.118 0.04
C 1.410045 1.645024 2.122155 0.020 0.220 0.034 -0.18
N 2.143682 -0.409085 -1.720900 -0.592 -0.469 -0.370 -0.04
O 2.859201 -0.160552 1.785956 -0.139 -0.144 0.172 0.00
H -1.004356 4.118155 0.498412 0.007 0.058 0.030 0.15
C 3.404734 0.217989 -1.658244 0.846 0.352 -0.096 -0.27
C 4.807761 1.955524 -0.747845 0.181 0.063 -0.040 -0.10
H -2.492159 -4.183009 -2.577619 -0.012 0.013 0.053 0.13
H -4.222008 -2.379672 3.239140 0.036 0.015 0.008 0.15
```
Positions in Å, forces in eV/Å.

---

This record from the OMol25 dataset describes a 2-piece molecular cluster, C4H15N3 overall. The level of theory is the ωB97M-V functional and the def2-TZVPD basis.

Calculated values
Total energy ... -325.57487 hartree
Kohn-Sham gap ... 0.30649 hartree
Net charge ... 0
ΔE to the lowest compared entry with this formula, charge and spin ... 2.064 eV
HOMO level ... -7.3 eV

The geometry in XYZ format:
```
22
Properties=species:S:1:pos:R:3:forces:R:3:lowdin_charge:R:1
C -0.006799 -1.683796 -1.969309 -0.040 0.119 0.008 -0.11
H 1.397711 -0.094289 -0.307693 0.020 -0.017 -0.018 0.10
H -0.691349 0.310930 -2.484948 0.010 -0.018 0.035 0.11
H 0.670309 0.001312 2.202715 -0.426 -0.808 0.131 0.14
H -0.281595 1.634839 2.880208 0.086 -0.090 -0.027 0.10
H -1.711758 -0.234899 2.879485 0.098 0.079 -0.154 0.10
H 1.704539 0.532035 -1.940651 -0.041 -0.017 0.071 0.11
N 0.645950 1.834271 -0.599329 0.037 -0.047 -0.164 -0.03
H 0.047497 1.478909 1.225528 -0.131 -0.073 0.164 0.05
H -1.686810 -0.008303 1.100738 0.001 -0.041 0.198 0.07
C -1.064300 -0.192814 1.990779 0.307 0.397 0.029 -0.38
C -0.284418 -0.224294 -1.618098 0.105 -0.004 0.000 -0.27
H -0.254508 -1.981882 2.506006 0.178 0.046 -0.029 -0.01
H -0.904839 -2.170257 -2.354386 0.036 0.018 0.010 0.07
H 0.305533 -2.215354 -1.069215 0.040 -0.016 -0.045 0.07
N -0.092005 0.981866 2.124786 -0.371 0.218 -0.218 0.02
H 0.772159 -1.769609 -2.732070 -0.009 -0.013 0.058 0.07
H 1.494689 2.377905 -0.477758 -0.040 -0.046 -0.026 0.08
H 0.074481 2.342543 -1.267456 0.038 -0.047 0.013 0.08
H -1.038876 -0.192274 -0.830794 0.000 0.041 -0.018 0.08
C 0.968795 0.488468 -1.125850 -0.103 0.061 0.000 -0.29
N -0.064406 -1.215308 1.867310 0.204 0.259 -0.017 -0.13
```
Positions in Å, forces in eV/Å.